(1)
# C26H58MgO17S6

A structure of composition C26H58MgO17S6 at a distorted geometry (wB97M-V/def2-TZVPD, the Open Molecules 2025 dataset).

Cartesian coordinates (Å):
Mg: -23.336 4.231 6.534
O: -23.255 4.896 8.402
C: -24.519 5.427 8.615
C: -25.457 5.713 7.421
O: -25.240 4.911 6.279
H: -24.441 6.386 9.173
H: -25.030 4.748 9.349
H: -25.378 6.788 7.115
H: -26.525 5.573 7.727
C: -25.658 2.457 11.484
C: -25.195 1.176 12.101
C: -26.318 0.369 12.763
O: -26.131 -0.956 12.287
C: -25.306 -0.932 11.212
O: -25.182 -1.827 10.471
O: -24.750 0.291 11.056
H: -26.297 2.997 12.192
H: -26.380 2.285 10.674
H: -24.867 3.064 11.052
H: -24.352 1.356 12.768
H: -27.337 0.709 12.532
H: -26.316 0.449 13.854
C: -22.454 9.057 7.556
C: -22.449 9.240 9.061
C: -22.000 8.020 9.883
O: -21.048 8.553 10.805
C: -20.801 9.854 10.505
O: -20.079 10.542 11.097
O: -21.492 10.254 9.432
H: -22.553 10.022 7.064
H: -23.317 8.432 7.295
H: -21.558 8.537 7.206
H: -23.473 9.429 9.369
H: -21.571 7.230 9.250
H: -22.831 7.549 10.391
C: -29.749 8.054 6.116
C: -28.282 7.719 5.953
C: -27.720 7.873 4.519
O: -26.673 8.836 4.647
C: -26.584 9.257 5.917
O: -25.848 10.068 6.285
O: -27.502 8.660 6.706
H: -30.360 7.633 5.310
H: -29.945 9.123 6.160
H: -30.109 7.618 7.042
H: -28.100 6.710 6.320
H: -28.439 8.208 3.778
H: -27.306 6.898 4.253
C: -21.550 5.981 3.244
S: -22.315 6.704 4.685
O: -22.320 5.695 5.760
C: -23.978 6.753 4.044
H: -20.483 5.876 3.420
H: -21.766 6.543 2.335
H: -21.963 4.986 3.065
H: -24.080 7.754 3.613
H: -24.660 6.627 4.890
H: -24.247 6.025 3.280
C: -26.026 8.702 12.876
S: -25.571 9.820 11.538
O: -24.091 9.755 11.546
C: -26.141 8.763 10.194
H: -25.513 7.741 12.855
H: -27.103 8.525 12.803
H: -25.761 9.207 13.801
H: -25.604 7.814 10.274
H: -25.933 9.188 9.215
H: -27.214 8.611 10.325
C: -25.788 3.322 3.781
S: -24.091 3.248 3.285
O: -23.320 3.539 4.527
C: -24.011 1.469 3.062
H: -25.996 2.702 4.648
H: -26.436 3.042 2.937
H: -26.089 4.341 4.019
H: -24.647 1.210 2.215
H: -24.333 0.994 3.983
H: -22.985 1.226 2.801
C: -21.750 3.702 13.113
S: -23.292 4.531 13.623
O: -22.904 5.307 14.816
C: -23.326 5.702 12.259
H: -21.859 2.625 13.218
H: -20.955 4.158 13.690
H: -21.582 3.870 12.049
H: -22.584 6.467 12.503
H: -24.316 6.077 12.031
H: -22.920 5.252 11.342
C: -26.341 1.892 7.716
S: -24.586 1.820 8.115
O: -23.869 2.401 6.934
C: -24.368 0.056 7.914
H: -26.688 2.913 7.613
H: -26.847 1.389 8.543
H: -26.451 1.285 6.818
H: -25.299 -0.482 8.090
H: -23.647 -0.308 8.637
H: -24.020 -0.123 6.899
C: -27.769 5.333 12.157
S: -29.477 5.675 11.756
O: -29.476 6.990 11.071
C: -29.609 4.365 10.531
H: -27.170 5.150 11.254
H: -27.755 4.385 12.700
H: -27.298 6.173 12.649
H: -30.621 4.363 10.145
H: -29.349 3.405 10.986
H: -28.852 4.499 9.754

Summary:
HOMO-LUMO gap: 7.227 eV
energy above the lowest of the compared OMol25 structures with the same formula, charge and spin: 82.2 kJ/mol
E_tot: -133164.585 eV
LUMO: -0.216 eV

=====

(2)
# C26H58N2O9S8

A structure of composition C26H58N2O9S8 at a distorted geometry (wB97M-V/def2-TZVPD, the Open Molecules 2025 dataset).

Cartesian coordinates (Å):
C: 4.430 0.472 0.199
C: 4.084 1.304 -1.024
O: 3.824 2.690 -0.681
C: 3.085 3.235 -1.727
C: 1.652 3.303 -1.562
C: 0.887 3.784 -2.562
C: -0.643 3.877 -2.578
C: -1.354 3.270 -1.352
C: -1.093 1.761 -1.119
C: -1.012 0.914 -2.396
O: -0.861 -0.457 -1.996
C: 1.565 4.254 -3.738
N: 0.999 4.800 -4.816
S: 2.175 5.190 -5.841
N: 3.499 4.661 -5.027
C: 2.996 4.190 -3.897
C: 3.754 3.635 -2.819
H: 4.557 -0.572 -0.132
H: 5.385 0.772 0.651
H: 3.621 0.457 0.938
H: 3.154 0.890 -1.453
H: 4.842 1.231 -1.818
H: 1.195 2.966 -0.637
H: -1.008 3.456 -3.525
H: -0.924 4.943 -2.605
H: -1.185 3.866 -0.441
H: -2.435 3.369 -1.549
H: -0.215 1.536 -0.501
H: -1.962 1.380 -0.552
H: -0.136 1.130 -3.021
H: -1.956 0.945 -2.971
H: -1.410 -0.625 -1.203
H: 4.836 3.516 -2.835
C: 1.640 -5.094 -1.697
S: 2.437 -3.609 -2.327
O: 2.918 -2.834 -1.147
C: 0.928 -2.828 -2.914
H: 2.403 -5.725 -1.243
H: 0.896 -4.823 -0.948
H: 1.170 -5.630 -2.522
H: 0.224 -2.706 -2.091
H: 0.487 -3.444 -3.699
H: 1.180 -1.851 -3.318
C: -3.589 -0.839 1.779
S: -2.093 -1.779 1.441
O: -1.947 -1.864 -0.049
C: -2.733 -3.351 2.003
H: -3.425 0.189 1.461
H: -4.426 -1.265 1.224
H: -3.794 -0.862 2.849
H: -3.625 -3.612 1.436
H: -2.967 -3.288 3.062
H: -1.965 -4.107 1.845
C: -7.165 -4.480 5.176
S: -6.424 -4.317 3.548
O: -5.011 -3.882 3.743
C: -7.366 -2.865 3.058
H: -6.689 -5.317 5.683
H: -7.005 -3.566 5.748
H: -8.232 -4.680 5.070
H: -7.193 -2.055 3.767
H: -8.426 -3.116 3.023
H: -7.033 -2.560 2.068
C: -5.550 -10.149 2.512
S: -5.759 -8.436 3.022
O: -7.192 -8.090 2.829
C: -4.845 -7.718 1.650
H: -6.084 -10.781 3.219
H: -5.962 -10.289 1.513
H: -4.490 -10.404 2.525
H: -5.302 -8.017 0.705
H: -3.808 -8.051 1.690
H: -4.882 -6.634 1.747
C: 3.410 -2.542 2.185
S: 2.097 -3.763 2.210
O: 1.103 -3.328 3.230
C: 3.079 -5.081 2.948
H: 3.000 -1.616 1.791
H: 3.781 -2.379 3.198
H: 4.214 -2.889 1.536
H: 3.472 -4.755 3.912
H: 3.897 -5.343 2.275
H: 2.435 -5.947 3.091
C: 0.386 7.161 -0.995
S: -0.215 7.507 0.662
O: -1.202 6.447 1.001
C: -1.145 8.983 0.219
H: 0.969 6.242 -0.963
H: -0.454 7.033 -1.679
H: 1.018 7.984 -1.330
H: -1.888 8.737 -0.541
H: -0.461 9.745 -0.154
H: -1.646 9.350 1.113
C: 7.769 6.238 -2.800
S: 6.187 6.713 -2.085
O: 6.207 8.188 -1.910
C: 6.486 5.976 -0.471
H: 7.817 6.635 -3.813
H: 8.583 6.654 -2.206
H: 7.841 5.150 -2.832
H: 7.384 6.408 -0.028
H: 6.599 4.897 -0.579
H: 5.627 6.188 0.164

Summary:
HOMO-LUMO gap: 8.303 eV
E_tot: -135986.405 eV
LUMO: -0.248 eV

=====

HOMO energy in eV, matching the order above: -7.443; -8.551